Formula: C21H31N3O3
Source: the Open Molecules 2025 dataset
Level of theory: ωB97M-V/def2-TZVPD

Structure (XYZ):
```
58
Properties=species:S:1:pos:R:3
O -1.5151 1.3016 -0.1223
O 6.8429 -1.2993 -0.1315
O 1.3868 4.1221 0.2284
N 1.5865 2.0761 1.1915
N -4.4091 0.5122 -1.1719
N 3.3245 2.9995 -0.0310
C 6.4395 -2.6208 -0.4301
C -4.4957 -1.2213 0.6906
C -1.1549 -0.8494 -0.5344
C 2.0318 3.1159 0.4340
C -0.2151 -0.4111 0.4295
C -6.5118 -2.6874 1.2262
C -4.5899 1.6453 -0.2812
C 5.9132 -0.3076 -0.1364
C -4.9848 -0.7223 -0.6790
C 0.1861 1.9279 1.5202
C -4.4309 2.9778 -1.0067
C -5.0030 -2.6255 1.0177
C 4.1674 1.8833 -0.0600
C 5.5305 2.0499 0.1877
C 4.5602 -0.4745 -0.4087
C -0.4817 0.9097 0.6497
C 3.7015 0.6123 -0.3812
C -1.9308 0.2337 -0.8361
C -3.0914 0.3991 -1.7718
C 7.6713 -3.5085 -0.3463
C 6.3884 0.9745 0.1491
H -2.9282 1.3029 -2.3661
H -7.0432 -2.4486 0.3090
H -4.7199 -3.3075 0.2123
H -0.2856 2.8998 1.3559
H -3.9020 1.6225 0.5787
H -3.1077 -0.4574 -2.4498
H 4.1584 -1.4432 -0.6609
H -4.8253 -0.5308 1.4697
H -6.8180 -1.9826 1.9964
H 8.0963 -3.4589 0.6523
H -4.5074 -2.9692 1.9292
H 2.6637 0.4655 -0.6428
H -6.0675 -0.5652 -0.6360
H -5.6106 1.5744 0.1051
H 0.5475 -1.0010 0.8976
H 8.4198 -3.1708 -1.0577
H 7.4422 1.0984 0.3406
H 5.6808 -2.9563 0.2912
H -1.2425 -1.8350 -0.9450
H 2.1805 1.2718 1.3108
H -3.4046 -1.2335 0.6936
H -4.9960 2.9662 -1.9352
H -6.8084 -3.6861 1.5393
H 7.4027 -4.5368 -0.5704
H 6.0080 -2.6648 -1.4400
H -4.7898 -1.4946 -1.4286
H 0.0967 1.6505 2.5767
H 3.7259 3.8772 -0.3282
H -4.8070 3.7805 -0.3773
H 5.9119 3.0355 0.4097
H -3.3871 3.1841 -1.2262
```

Computed properties:
Spin multiplicity: 1
M, g/mol: 373.5
Structure (SMILES): CCCCN(CC)Cc1ccc(CNC(=O)Nc2ccc(OCC)cc2)o1
Energy relative to the best compared isomer or geometry (same formula, charge and spin), eV: 2.5409
Largest force on an atom, eV Å⁻¹: 1.13
HOMO, Ha: -0.2959
E, Eh: -1208.78909


Formula: C5H8N2
Source: the Open Molecules 2025 dataset
Level of theory: ωB97M-V/def2-TZVPD

Structure (XYZ):
```
15
Properties=species:S:1:pos:R:3
N -1.1775 0.0848 0.4679
N -0.9107 1.4148 0.5256
C -0.0547 -0.6335 0.6698
C 1.0177 0.2090 0.7139
C -2.1325 -0.3962 -0.5132
C 0.3927 1.5005 0.7238
C 2.0544 -0.3116 -0.2682
H -1.7259 -0.2408 -1.5232
H -2.2739 -1.4696 -0.3578
H -0.0290 -1.7128 0.6138
H 1.4897 -0.4619 -1.2060
H 2.4654 -1.2878 0.0014
H -3.0682 0.1478 -0.4182
H 0.8222 2.4838 0.9036
H 2.8448 0.3986 -0.4758
```

Computed properties:
Spin multiplicity: 1
M, g/mol: 96.1
Structure (SMILES): Cc1cnn(C)c1
Energy relative to the best compared isomer or geometry (same formula, charge and spin), eV: 2.1947
Largest force on an atom, eV Å⁻¹: 0.65
HOMO, Ha: -0.3123
E, Eh: -304.75484